ORCA calculation (ωB97M-V/def2-TZVPD) on an isolated molecule of C14H6Cl2F4N2.

```
28
Properties=species:S:1:pos:R:3:mulliken_charge:R:1
N -1.63122 -0.95101 3.44776 -0.509
F 1.27509 0.81569 2.86749 -0.323
F -4.40189 1.69073 -2.82500 -0.212
F -2.84076 3.21777 -2.70883 -0.289
F -2.63491 1.57303 -4.12752 -0.229
Cl -3.15956 -1.31763 -2.98074 -0.163
Cl 5.75752 -0.47401 0.89616 -0.195
C -1.03781 -1.12975 2.44305 -0.152
N -1.54809 -0.93198 -0.91629 -0.490
C -2.27560 -0.26277 -1.84939 0.039
C -1.00720 -0.35419 0.13582 0.337
C -1.10358 1.06262 0.27483 -0.086
C 3.35686 -1.51346 0.14996 -0.571
C 3.25111 0.08354 1.93482 -0.640
C -1.72492 1.82787 -0.74936 -0.727
C 1.99810 -1.74076 0.29810 -0.556
C 1.86542 -0.02532 1.98121 0.673
C 4.02208 -0.67398 1.02712 0.275
C -2.34070 1.15076 -1.81175 0.234
C 1.18749 -0.98487 1.21336 0.010
C -3.08317 1.88699 -2.88369 0.641
C -0.32011 -1.25638 1.17576 0.520
H -0.67052 1.53243 1.15646 0.437
H 3.90968 -2.06898 -0.61888 0.374
H 3.81516 0.78783 2.53477 0.419
H -1.77212 2.90910 -0.62555 0.446
H 1.59082 -2.56300 -0.30394 0.334
H -0.47715 -2.29029 0.86428 0.403
```

The calculation puts the orbital gap at 9.62 eV. As for the net charge: 0. As for the total energy: -53510.128 eV. As for the SMILES: N#C[C@@H](c1ccc(C(F)(F)F)c(Cl)n1)c1ccc(Cl)cc1F. The multiplicity is 1. Its energy above the lowest of the compared OMol25 structures with the same formula, charge and spin is 50.6 kJ/mol. The value obtained for the HOMO energy is -9.78 eV.


ORCA calculation (ωB97M-V/def2-TZVPD) on a structure of composition C14H6F11N3O8S3Zr.

```
46
Properties=species:S:1:pos:R:3:mulliken_charge:R:1
Zr 0.09772 0.26043 -0.90060 1.198
O -0.27106 1.85976 4.85492 -0.537
C 0.97235 1.49539 4.59984 0.409
O 1.80073 1.34197 5.45907 -0.591
C 1.30510 1.16586 3.18118 0.236
C 2.54054 0.70025 2.76645 -0.341
N 2.47136 0.49749 1.44658 -0.252
N 1.26425 0.80878 0.96992 0.462
C 0.54219 1.21678 2.00941 -0.346
C -0.88590 1.54200 1.68887 0.939
O -1.66104 1.86736 2.57000 -0.834
O -1.14828 1.39339 0.43507 -0.409
H -0.84240 1.89757 4.04437 0.423
H 3.43164 0.51996 3.34354 0.552
H 3.17255 0.13513 0.81940 0.142
F -0.05434 -2.57473 3.16108 -0.171
C -0.48257 -3.36983 2.18918 0.470
F 0.21218 -4.49142 2.18284 -0.186
F -1.76856 -3.62591 2.34775 -0.191
S -0.21095 -2.46613 0.60779 1.325
O 1.20141 -2.22109 0.47419 -0.541
O -0.97639 -1.21666 0.69588 -0.634
N -0.83127 -3.45279 -0.44236 -0.685
S -1.21935 -2.80489 -1.81981 1.108
O -0.38521 -1.60883 -2.08443 -0.586
O -1.32604 -3.75860 -2.85853 -0.612
C -2.93407 -2.07272 -1.58525 0.725
F -3.55907 -2.67782 -0.59284 -0.234
F -2.83424 -0.76620 -1.30494 -0.166
F -3.61885 -2.21643 -2.70314 -0.222
F -4.57994 3.94638 -3.84144 -0.294
C -3.38265 3.67361 -3.33344 0.617
C -2.61499 4.67909 -2.76550 0.110
F -3.08550 5.92193 -2.74183 -0.278
C -1.37362 4.39938 -2.21845 0.306
F -0.67612 5.39866 -1.68464 -0.324
C -0.85013 3.11146 -2.22321 0.257
S 0.71682 2.66696 -1.60816 -0.355
C -1.65484 2.15122 -2.80539 0.547
F -1.16026 0.85469 -2.81788 -0.389
C -2.89423 2.37815 -3.35515 -0.225
F -3.60685 1.38472 -3.88054 -0.289
C 2.16835 -0.01226 -1.63317 -1.518
H 1.98760 -0.06891 -2.71605 0.458
H 2.59074 -0.97322 -1.32095 0.398
H 2.88620 0.79238 -1.47291 0.527
```

The calculation puts the orbital gap at 7.99 eV. As for the net charge: 0. As for the total energy: -99145.646 eV. The multiplicity is 1. Its energy above the lowest of the compared OMol25 structures with the same formula, charge and spin is 35.9 kJ/mol. The value obtained for the HOMO energy is -8.88 eV.


ORCA calculation (ωB97M-V/def2-TZVPD) on a structure of composition C14H7Cl5CrNO6.

```
34
Properties=species:S:1:pos:R:3:lowdin_spin:R:1
Cr 0.00304 0.32762 0.07648 2.918
O -4.57457 -3.54075 0.02246 0.005
C -3.57798 -2.63965 0.02155 0.009
C -3.82063 -1.26400 0.12306 -0.002
C -2.72955 -0.42928 0.12817 0.008
N -1.50478 -0.92918 0.04589 -0.017
C -1.25025 -2.22211 -0.11344 0.009
C -2.27651 -3.13578 -0.11840 -0.002
C 0.23386 -2.45824 -0.37250 0.006
O 0.66630 -3.57268 -0.52517 0.008
O 0.89961 -1.33282 -0.44854 0.034
C -2.71167 1.09368 0.16416 0.006
O -3.73109 1.72803 0.25591 0.005
O -1.49396 1.57340 0.03902 0.030
H -5.42711 -3.10130 0.11863 0.000
H -4.81864 -0.84964 0.18707 0.000
H -2.08392 -4.19096 -0.24688 0.000
Cl -1.74516 0.39596 3.02242 0.003
C -0.01807 0.24355 3.14078 0.006
C 0.76892 0.23206 1.99173 -0.064
C 2.14159 0.10209 2.20590 0.006
Cl 3.25944 0.06825 0.85957 0.005
C 2.71166 -0.01032 3.47165 -0.005
Cl 4.41207 -0.16941 3.67280 -0.003
C 1.88599 -0.00028 4.59164 0.015
Cl 2.56062 -0.14787 6.16409 0.005
C 0.51108 0.12946 4.42665 -0.006
Cl -0.50865 0.14283 5.81077 -0.003
C 1.03005 3.22399 -0.15746 0.003
O 1.23183 1.83428 -0.51664 0.022
H 1.50796 3.85022 -0.90732 0.000
H 1.45383 3.41164 0.82812 0.000
H -0.04070 3.39115 -0.14232 0.000
H 2.16450 1.59925 -0.39596 0.003
```

As for the expectation value of S²: 3.794. The calculation puts the orbital gap (alpha / beta) at 8.36 / 8.69 eV. As for the net charge: 0. As for the total energy: -119442.684 eV. The multiplicity is 4. Its energy above the lowest of the compared OMol25 structures with the same formula, charge and spin is 0.0 kJ/mol. The value obtained for the HOMO energy (alpha / beta) is -9.29 / -9.29 eV.